Formula: C58H145O32P3
Source: OMol25
Level of theory: ωB97M-V with the def2-TZVPD basis set

```
! wB97M-V def2-TZVPD RIJCOSX def2/J DEFGRID3
* xyz 0 1
C 21.085 18.714 21.852
O 20.465 19.265 20.738
C 19.866 20.524 20.958
C 19.149 20.766 22.275
O 18.220 19.744 22.605
C 17.511 20.098 23.726
H 21.546 17.821 21.416
H 20.340 18.521 22.674
H 21.974 19.383 22.191
H 19.170 20.686 20.134
H 20.648 21.301 20.875
H 18.686 21.772 22.181
H 19.898 20.788 23.090
H 16.790 20.858 23.540
H 18.138 20.417 24.522
H 16.981 19.253 24.162
C 22.575 16.259 19.027
O 21.831 16.294 17.815
C 20.545 16.766 18.067
C 19.793 16.886 16.787
O 20.371 17.762 15.871
C 20.139 19.086 16.232
H 23.602 15.995 18.756
H 22.091 15.482 19.643
H 22.449 17.218 19.544
H 20.456 17.687 18.633
H 20.016 15.998 18.703
H 18.715 17.114 16.996
H 19.655 15.896 16.343
H 19.085 19.280 16.379
H 20.547 19.711 15.421
H 20.661 19.325 17.138
C 18.851 17.847 11.611
O 18.433 19.149 11.720
C 17.993 19.445 13.060
C 18.082 20.958 13.176
O 19.430 21.317 13.248
C 19.573 22.669 12.938
H 19.152 17.640 10.554
H 18.159 17.102 12.004
H 19.707 17.695 12.294
H 18.794 19.028 13.727
H 16.969 19.096 13.310
H 17.509 21.281 14.074
H 17.570 21.402 12.301
H 20.590 23.027 13.057
H 18.996 23.378 13.565
H 19.281 22.811 11.913
C 15.761 13.525 23.454
O 14.818 14.500 23.085
C 14.663 14.520 21.685
C 13.604 15.517 21.233
O 14.001 16.844 20.931
C 14.387 17.561 22.107
H 15.453 12.489 23.175
H 15.983 13.621 24.543
H 16.758 13.711 22.928
H 14.355 13.501 21.430
H 15.618 14.786 21.180
H 12.768 15.557 21.898
H 13.314 15.024 20.292
H 14.588 18.620 21.873
H 15.285 17.114 22.582
H 13.616 17.533 22.859
C 20.998 13.161 17.575
O 19.739 13.434 18.122
C 18.678 13.077 17.374
C 17.423 13.599 18.020
O 16.347 13.204 17.161
C 15.072 13.671 17.684
H 21.014 13.260 16.474
H 21.188 12.129 17.748
H 21.779 13.892 17.874
H 18.679 11.995 17.282
H 18.669 13.468 16.363
H 17.338 14.676 18.095
H 17.253 13.126 18.989
H 15.124 14.753 17.561
H 14.948 13.557 18.807
H 14.326 13.182 17.066
C 12.363 19.705 15.690
O 12.921 19.692 16.959
C 11.996 19.829 18.007
C 11.772 21.285 18.421
O 11.123 22.060 17.413
C 11.397 23.455 17.506
H 11.961 20.711 15.403
H 11.564 19.003 15.575
H 13.230 19.457 15.031
H 12.428 19.324 18.875
H 11.079 19.258 17.753
H 12.784 21.667 18.636
H 11.159 21.277 19.278
H 10.705 23.979 18.199
H 11.249 23.843 16.525
H 12.409 23.638 17.912
C 16.701 16.249 14.861
O 16.317 16.363 16.180
C 15.649 17.616 16.475
C 15.723 17.894 17.984
O 17.089 18.306 18.331
C 17.510 17.739 19.553
H 17.685 16.691 14.768
H 15.997 16.716 14.162
H 16.769 15.128 14.633
H 14.618 17.670 16.186
H 16.145 18.399 15.895
H 15.467 17.013 18.506
H 14.975 18.652 18.216
H 17.305 16.700 19.631
H 16.935 18.156 20.409
H 18.591 17.952 19.680
C 12.657 11.481 19.843
O 12.055 12.793 19.838
C 11.207 13.082 18.731
C 11.057 14.588 18.636
O 12.168 15.089 17.854
C 12.424 16.452 17.980
H 13.061 11.236 18.806
H 11.923 10.682 20.131
H 13.570 11.422 20.459
H 10.185 12.685 18.898
H 11.605 12.618 17.793
H 10.999 15.090 19.610
H 10.167 14.766 18.032
H 13.050 16.781 17.159
H 12.792 16.744 18.977
H 11.475 16.961 17.901
C 18.935 10.572 22.458
O 18.594 11.765 21.774
C 19.766 12.384 21.337
C 20.265 13.311 22.376
O 19.288 14.266 22.744
C 18.855 15.093 21.731
H 18.039 10.083 22.722
H 19.478 10.691 23.379
H 19.626 9.966 21.826
H 19.520 13.014 20.464
H 20.567 11.728 21.024
H 21.162 13.723 21.886
H 20.592 12.860 23.298
H 18.333 14.593 20.919
H 19.708 15.592 21.272
H 18.229 15.818 22.246
C 14.242 21.575 21.578
O 14.750 20.670 20.586
C 15.933 21.067 19.950
C 15.791 22.343 19.155
O 14.811 22.331 18.125
C 15.313 21.923 16.840
H 13.397 21.064 22.056
H 13.822 22.475 21.165
H 15.054 21.741 22.351
H 16.244 20.258 19.304
H 16.737 21.287 20.637
H 16.765 22.627 18.696
H 15.497 23.130 19.891
H 14.398 21.770 16.297
H 15.871 20.988 16.869
H 15.916 22.684 16.326
C 14.553 20.250 10.192
C 15.096 18.865 9.819
O 14.172 17.802 10.209
P 14.170 17.295 11.766
O 14.638 18.302 12.695
O 15.051 15.990 11.802
C 14.981 14.995 10.729
C 16.190 14.104 10.856
O 12.658 16.788 11.843
C 11.727 17.821 11.843
C 10.305 17.114 11.902
H 13.591 20.517 9.721
H 14.418 20.259 11.282
H 15.358 20.923 9.953
H 15.249 18.788 8.738
H 16.038 18.750 10.319
H 14.012 14.428 10.945
H 15.016 15.535 9.765
H 16.208 13.782 11.907
H 16.055 13.166 10.247
H 17.153 14.572 10.603
H 11.979 18.472 12.739
H 11.805 18.424 10.953
H 10.266 16.591 12.871
H 9.429 17.733 11.773
H 10.242 16.350 11.117
C 21.537 10.251 13.648
C 22.924 10.489 13.063
O 22.914 11.749 12.342
P 22.992 13.214 13.034
O 23.546 13.134 14.395
O 23.772 14.171 11.971
C 25.146 14.564 12.324
C 26.137 13.428 12.042
O 21.488 13.735 12.884
C 21.284 15.118 13.268
C 19.792 15.174 13.736
H 21.291 11.113 14.321
H 20.836 10.275 12.783
H 21.566 9.350 14.258
H 23.659 10.521 13.866
H 23.186 9.786 12.290
H 25.382 15.395 11.641
H 25.194 15.050 13.317
H 25.918 12.795 11.167
H 27.191 13.655 11.866
H 26.104 12.754 12.907
H 21.856 15.440 14.155
H 21.496 15.788 12.419
H 19.761 14.408 14.523
H 19.750 16.115 14.191
H 19.084 14.943 12.955
C 9.352 10.071 12.934
C 10.323 10.780 13.906
O 11.504 11.191 13.210
P 11.400 12.638 12.422
O 10.026 13.206 12.386
O 12.554 13.502 13.067
C 12.330 13.866 14.419
C 13.438 14.950 14.796
O 12.062 12.331 10.995
C 13.352 11.749 10.743
C 13.609 11.932 9.262
H 9.836 9.215 12.461
H 8.478 9.728 13.438
H 9.031 10.760 12.158
H 9.856 11.586 14.478
H 10.660 10.068 14.656
H 11.365 14.378 14.512
H 12.445 12.979 15.087
H 13.276 15.170 15.830
H 14.400 14.536 14.563
H 13.327 15.893 14.273
H 14.199 12.232 11.324
H 13.308 10.657 10.968
H 14.645 11.630 8.959
H 12.855 11.405 8.679
H 13.516 13.037 9.112
*
```

## Properties
- Relative energy (zero: lowest compared OMol25 entry of this formula, charge and spin): 0.0 kcal per mole
- Orbital gap: 9.704 eV
- Strongest force on any atom: 3.09 eV/Å